(1)
Formula: C33H51F5N6S2SeSi2Tl
Source: the Open Molecules 2025 dataset
Level of theory: the ωB97M-V functional and the def2-TZVPD basis

Geometry as XYZ:
```
101
Properties=species:S:1:pos:R:3
Tl 0.307 -0.510 0.031
C -4.337 -1.643 1.433
C -2.935 -1.100 1.569
N -2.480 0.000 1.087
N -3.242 1.049 0.722
C -0.671 1.902 1.762
N -1.694 2.469 2.425
S 0.533 1.212 2.649
C -1.944 -2.010 2.215
C -2.363 -3.141 2.915
C -1.419 -3.943 3.536
C -0.081 -3.604 3.460
C 0.254 -2.462 2.748
N -0.647 -1.698 2.147
H -4.909 -1.093 0.695
H -4.898 -1.668 2.372
H -4.255 -2.668 1.066
H -2.512 2.809 1.953
H -1.720 2.374 3.428
H -3.410 -3.397 2.982
H -1.734 -4.827 4.076
H 0.689 -4.200 3.930
H 1.286 -2.138 2.656
C -0.777 4.887 1.204
C -0.111 4.115 0.044
C -0.143 5.120 -1.121
C 1.369 3.969 0.472
Si -0.755 2.219 -0.283
C -0.071 1.896 -2.184
C -0.812 2.771 -3.227
C 1.426 2.231 -2.303
C -0.160 0.443 -2.719
C -2.740 1.795 -0.454
C -3.435 3.158 -0.581
C -4.567 1.296 1.245
C -3.236 0.929 -1.629
H -0.342 5.891 1.225
H -0.589 4.438 2.173
H -1.856 5.014 1.082
H 0.252 6.075 -0.756
H -1.157 5.313 -1.480
H 0.477 4.834 -1.964
H 1.739 4.957 0.771
H 2.016 3.610 -0.322
H 1.492 3.304 1.325
H -0.903 3.816 -2.970
H -1.810 2.411 -3.458
H -0.245 2.719 -4.164
H 1.643 3.294 -2.256
H 1.782 1.873 -3.277
H 2.015 1.718 -1.538
H -0.951 -0.175 -2.315
H 0.774 -0.102 -2.564
H -0.309 0.481 -3.804
H -3.251 3.835 0.255
H -4.517 3.057 -0.710
H -3.051 3.652 -1.476
H -4.694 2.369 1.402
H -4.651 0.814 2.217
H -5.398 0.958 0.613
H -2.920 1.252 -2.612
H -4.333 0.957 -1.617
H -2.936 -0.109 -1.493
F 8.764 -1.324 3.395
C 7.681 -0.592 3.005
C 6.515 -1.191 2.337
F 6.480 -1.433 1.010
C 5.491 -1.609 3.276
F 5.784 -2.284 4.409
C 5.481 -0.157 3.147
Se 4.115 0.937 2.408
C 6.726 0.341 3.855
F 6.755 0.547 5.186
C 7.713 0.867 2.921
F 7.518 1.622 1.827
C 5.087 0.759 -1.354
N 4.028 -0.135 -0.935
C 3.704 -1.249 -1.575
N 4.384 -1.514 -2.730
S 2.456 -2.287 -1.100
H 5.094 1.598 -0.663
H 4.903 1.118 -2.369
H 6.073 0.285 -1.302
H 3.724 -0.036 0.040
H 5.330 -1.179 -2.813
H 4.197 -2.424 -3.117
C -1.961 -6.333 -1.280
Si -2.524 -4.686 -1.977
C -2.264 -4.712 -3.833
C -4.363 -4.501 -1.637
C -1.612 -3.318 -1.233
C -0.996 -2.373 -0.752
H -2.524 -7.156 -1.728
H -2.100 -6.371 -0.198
H -0.900 -6.492 -1.482
H -2.803 -5.541 -4.298
H -1.203 -4.818 -4.065
H -2.608 -3.780 -4.286
H -4.945 -5.238 -2.197
H -4.705 -3.504 -1.925
H -4.579 -4.633 -0.575
```

## Properties
Net charge ... -1
Relative energy (zero: lowest compared OMol25 entry of this formula, charge and spin) ... 388.2 kJ/mol

***

(2)
Formula: C15H11Cl3CuO4
Source: the Open Molecules 2025 dataset
Level of theory: the ωB97M-V functional and the def2-TZVPD basis

Geometry as XYZ:
```
34
Properties=species:S:1:pos:R:3
Cu -1.594 1.085 1.389
C 2.511 -0.862 -3.586
O 2.436 -1.693 -2.436
C 1.418 -1.548 -1.551
C 1.525 -2.419 -0.478
C 0.736 -2.650 0.645
C -0.265 -1.887 1.279
C -0.709 -2.318 2.672
C -0.449 -3.738 3.107
O -1.179 -1.512 3.440
C -0.876 -0.710 0.961
O -2.060 -0.216 -1.408
C 0.387 -0.659 -1.908
H 3.490 -1.043 -4.020
H 2.417 0.191 -3.317
H 1.742 -1.130 -4.315
H 2.387 -3.067 -0.575
H 1.043 -3.527 1.198
H -0.825 -4.454 2.375
H -0.945 -3.886 4.062
H 0.620 -3.914 3.233
H 0.163 -0.318 -2.906
Cl 0.537 4.987 -1.895
C -0.329 3.986 -0.749
C -0.236 2.570 -1.017
C -0.777 1.680 -0.200
Cl -0.707 -0.107 -0.826
C -2.025 2.877 1.821
O -2.560 2.243 2.715
C -1.768 4.117 1.357
Cl -2.478 5.371 2.359
C -0.990 4.606 0.250
H 0.289 2.259 -1.918
H -0.928 5.687 0.243
```

## Properties
<S²> ... 0.7771
Calculated total energy ... -3899.67856 Ha
2S+1 ... 2

***

(3)
Formula: C45H109CrF6N8O18S2
Source: the Open Molecules 2025 dataset
Level of theory: the ωB97M-V functional and the def2-TZVPD basis

Geometry as XYZ:
```
189
Properties=species:S:1:pos:R:3
Cr -1.850 -1.167 3.221
C -3.235 1.447 0.542
F -2.774 1.871 1.714
F -4.533 1.330 0.622
F -2.955 2.304 -0.405
S -2.465 -0.267 0.152
O -3.576 -1.132 0.471
O -2.019 -0.298 -1.203
N -1.244 -0.410 1.411
S 0.065 0.255 0.774
O -0.132 1.343 -0.143
O 0.943 0.699 1.846
C 0.942 -1.181 -0.128
F 0.917 -2.297 0.579
F 0.282 -1.428 -1.238
F 2.154 -0.787 -0.416
C 2.926 2.390 6.495
C 3.603 1.740 5.282
C 4.892 1.054 5.723
O 2.738 0.757 4.701
H 3.511 3.154 7.004
H 2.502 1.661 7.187
H 2.069 2.955 6.102
H 3.749 2.556 4.568
H 4.668 0.178 6.330
H 5.522 1.745 6.280
H 5.477 0.748 4.853
H 1.887 1.203 4.616
C 1.933 -7.231 -0.720
C 2.701 -5.931 -0.626
C 2.632 -5.051 -1.902
O 3.272 -3.836 -1.561
C 3.344 -2.992 -2.696
N 2.190 -5.254 0.575
H 1.989 -7.811 0.198
H 2.266 -7.885 -1.533
H 0.888 -7.090 -1.016
H 3.764 -6.018 -0.395
H 1.579 -4.952 -2.178
H 3.248 -5.586 -2.629
H 3.554 -1.955 -2.427
H 2.404 -3.025 -3.253
H 4.176 -3.249 -3.361
H 1.259 -5.519 0.844
H 2.477 -4.332 0.844
C -7.279 4.080 1.464
O -7.633 2.773 1.043
C -8.027 2.734 -0.312
C -7.427 1.527 -1.042
N -7.454 0.343 -0.203
C -8.706 -0.403 -0.247
C -8.556 -1.755 0.437
O -8.300 -1.640 1.823
C -7.127 -2.218 2.278
H -7.394 4.151 2.545
H -7.899 4.858 1.014
H -6.226 4.268 1.229
H -7.700 3.612 -0.877
H -9.122 2.672 -0.324
H -6.368 1.708 -1.240
H -7.929 1.331 -2.000
H -6.661 -0.271 -0.295
H -8.880 -0.626 -1.310
H -9.560 0.085 0.221
H -7.793 -2.344 -0.088
H -9.501 -2.305 0.375
H -7.107 -3.316 2.358
H -6.980 -2.038 3.352
H -6.241 -1.867 1.740
C -3.384 -4.928 -1.854
O -2.061 -4.672 -2.249
C -2.025 -3.681 -3.268
C -0.631 -3.598 -3.887
N -0.302 -4.913 -4.400
C 0.835 -4.944 -5.311
C 1.281 -6.297 -5.813
O 2.329 -6.747 -4.957
C 2.740 -8.084 -5.205
H -3.944 -5.575 -2.539
H -3.970 -4.034 -1.620
H -3.297 -5.567 -0.969
H -2.362 -2.731 -2.837
H -2.691 -3.976 -4.087
H 0.044 -3.281 -3.078
H -0.658 -2.841 -4.672
H -0.128 -5.497 -3.586
H 1.642 -4.285 -4.968
H 0.417 -4.430 -6.189
H 1.709 -6.291 -6.819
H 0.447 -7.005 -5.730
H 1.860 -8.731 -5.186
H 3.314 -8.427 -4.342
H 3.394 -8.100 -6.076
C 1.264 -2.451 3.967
O -0.112 -2.443 3.467
C -0.644 -3.736 3.206
C -1.669 -3.700 2.054
N -2.866 -2.908 2.390
C -3.757 -3.552 3.402
C -4.415 -4.845 2.909
O -4.965 -4.465 1.656
C -5.574 -5.570 0.996
H 1.834 -3.266 3.523
H 1.166 -2.770 5.009
H 1.566 -1.423 3.792
H -1.111 -4.241 4.062
H 0.151 -4.422 2.905
H -1.944 -4.700 1.721
H -1.121 -3.159 1.282
H -3.535 -2.998 1.616
H -4.554 -2.863 3.690
H -3.242 -3.810 4.335
H -5.079 -5.332 3.622
H -3.564 -5.514 2.715
H -4.914 -6.380 0.680
H -5.906 -5.090 0.071
H -6.476 -5.917 1.501
C -0.728 4.321 -2.675
O -0.952 4.296 -4.086
C -1.881 3.304 -4.467
C -1.332 1.884 -4.525
N -0.118 1.846 -5.305
C 0.642 0.635 -5.291
C 1.618 0.494 -4.118
O 2.719 1.330 -4.433
C 3.878 0.979 -3.725
H 0.172 4.926 -2.607
H -0.672 3.361 -2.158
H -1.582 4.843 -2.229
H -2.486 3.601 -5.321
H -2.654 3.243 -3.680
H -2.107 1.209 -4.905
H -1.180 1.493 -3.500
H 0.470 2.630 -5.041
H 1.180 0.540 -6.242
H 0.037 -0.275 -5.391
H 1.986 -0.538 -4.016
H 1.139 0.703 -3.152
H 3.772 0.948 -2.638
H 4.730 1.602 -4.005
H 4.229 0.014 -4.128
C 7.803 4.227 0.909
O 7.651 3.001 0.227
C 7.404 1.902 1.088
C 5.938 1.940 1.570
N 5.097 1.919 0.379
C 3.675 2.060 0.733
C 2.920 2.896 -0.275
O 3.477 4.213 -0.079
C 2.775 5.166 -0.825
H 7.008 4.547 1.593
H 7.914 4.941 0.095
H 8.674 4.298 1.574
H 8.101 1.841 1.932
H 7.589 0.998 0.507
H 5.804 2.876 2.129
H 5.646 1.103 2.206
H 5.349 2.683 -0.236
H 3.573 2.503 1.727
H 3.214 1.076 0.620
H 1.871 2.931 0.032
H 3.108 2.649 -1.322
H 3.275 6.134 -0.862
H 1.777 5.322 -0.385
H 2.621 4.863 -1.870
C -0.973 6.694 1.884
O -0.111 6.119 2.830
C 0.343 4.792 2.609
C 1.626 4.352 3.327
N 2.853 5.027 2.970
C 2.891 6.467 3.248
C 3.993 7.237 2.581
O 3.560 7.716 1.329
C 4.517 8.420 0.581
H -1.952 6.199 1.923
H -0.615 6.578 0.853
H -1.028 7.749 2.128
H 0.466 4.675 1.525
H -0.487 4.195 3.022
H 1.753 3.324 2.961
H 1.478 4.182 4.396
H 3.062 4.941 1.979
H 2.964 6.547 4.338
H 1.953 6.936 2.933
H 4.846 6.561 2.383
H 4.388 8.062 3.185
H 5.091 9.089 1.235
H 4.008 9.028 -0.160
H 5.267 7.756 0.138
```

## Properties
<S²> ... 6.0183
Net charge ... +1
Calculated total energy ... -6011.68028 Ha
2S+1 ... 5